Below is the molecule C4H6N2O2S2 in a non-equilibrium geometry, with properties calculated with the ωB97M-V functional and the def2-TZVPD basis.

```
16
Properties=species:S:1:pos:R:3:forces:R:3
C 1.93672 -1.42026 0.03217 1.3 0.2 0.3
C 0.57164 -1.77729 0.07436 -2.6 5.5 0.5
C 2.16725 -0.09677 0.28760 1.5 0.0 -0.5
C -0.21856 -0.48363 0.26109 1.0 -5.0 0.3
N 0.84038 2.21658 -0.09204 -0.4 -2.1 -1.8
N -1.93206 0.60529 -1.09017 -0.7 -1.0 0.6
O -2.94861 -1.06214 0.44584 1.0 -0.6 -0.5
O -2.00987 0.94549 1.39574 0.5 1.3 1.6
S 0.80357 0.85110 0.69682 1.1 -0.2 0.2
S -1.91922 -0.06564 0.42320 -0.4 0.3 -2.3
H 2.70888 -2.19819 -0.17275 -0.6 1.0 0.2
H 0.24530 -2.79031 -0.06203 -0.7 0.0 0.2
H 3.06178 0.53850 0.20247 -0.2 -0.9 0.1
H 0.89684 3.00061 0.48976 -0.4 1.0 1.6
H -2.74545 0.27546 -1.55780 -0.5 0.3 -0.8
H -1.45860 1.46121 -1.33425 0.0 0.1 0.3
```
Positions in Å, forces in eV/Å.

Results
E_tot ... -32986.1745 eV
Kohn-Sham gap ... 0.293 Ha
HOMO level ... -9.109 eV
Energy relative to the best compared isomer or geometry (same formula, charge and spin) ... 104.1 kcal/mol

Charges obtained by natural (NBO) population analysis, quoted in units of e:
1 C -0.2419
2 C -0.1471
3 C -0.4327
4 C -0.6009
5 N -1.1096
6 N -1.1092
7 O -0.9128
8 O -0.9331
9 S 1.1947
10 S 2.3296
11 H 0.2402
12 H 0.2482
13 H 0.2534
14 H 0.3742
15 H 0.4121
16 H 0.4350